Record 1
A 5-piece molecular cluster, C11H34N2O5 overall, computed with the ωB97M-V functional and the def2-TZVPD basis.

The geometry in ORCA input format:
```
! RIJCOSX wB97M-V def2-TZVPD def2/J DEFGRID3
* xyz 0 1
C -4.4120 -30.9634 18.0033
O -5.0572 -29.9257 18.7210
C -4.7370 -28.6597 18.2176
C -5.7794 -27.6637 18.7057
C -7.1459 -27.9939 18.1323
N -5.3426 -26.3258 18.2894
H -4.7745 -30.9949 16.9688
H -4.6867 -31.9017 18.4812
H -3.3264 -30.8437 18.0295
H -3.7337 -28.3553 18.5549
H -4.7330 -28.6727 17.1173
H -5.8317 -27.7684 19.7981
H -7.1088 -28.1776 17.0585
H -7.8666 -27.2021 18.3500
H -7.5126 -28.9062 18.6066
H -4.3698 -26.1939 18.5556
H -5.8500 -25.6061 18.7973
C -9.9089 -29.2407 16.2037
O -10.2439 -28.2518 15.2687
C -11.3757 -27.4980 15.6460
C -11.8237 -26.6091 14.5105
C -10.6713 -25.7768 13.9542
N -12.9342 -25.7138 14.9216
H -10.7365 -29.9304 16.4117
H -9.5842 -28.8068 17.1579
H -9.0755 -29.8042 15.7852
H -12.2034 -28.1678 15.9332
H -11.1574 -26.8728 16.5317
H -12.2001 -27.2222 13.6835
H -10.9991 -25.1248 13.1462
H -9.8740 -26.4103 13.5655
H -10.2375 -25.1503 14.7445
H -13.5482 -26.1829 15.5834
H -12.5472 -24.9292 15.4414
C -7.9479 -29.8387 13.1458
O -6.7821 -30.6656 13.2362
H -8.1789 -29.3562 14.1029
H -7.7455 -29.0625 12.4135
H -8.8252 -30.4166 12.8460
H -7.0389 -31.5038 13.6273
C -3.7784 -25.4564 14.0576
O -2.3987 -25.1882 14.3319
H -3.9494 -25.5706 12.9856
H -4.0712 -26.3713 14.5688
H -4.4043 -24.6457 14.4336
H -1.9726 -24.9027 13.5220
C -7.3293 -26.4216 15.1396
O -6.6743 -25.4226 15.8937
H -7.3779 -26.1274 14.0895
H -6.7762 -27.3666 15.1869
H -8.3518 -26.5610 15.5027
H -6.1788 -25.8247 16.6231
*
```

The calculation puts the total energy at -25173.7910 eV. Its strongest force on any atom is 0.9 eV/A. The HOMO energy is -0.3523 hartree. The gap between HOMO and LUMO is 10.197 eV. As for the SMILES: COC[C@H](C)N.COC[C@H](C)N.CO.CO.CO. The value obtained for the energy relative to the best compared isomer or geometry (same formula, charge and spin) is 5.8 kcal/mol.

---

Record 2
A 5-piece molecular cluster, C66H36ClIO10 overall, computed with the ωB97M-V functional and the def2-TZVPD basis.

The geometry in ORCA input format:
```
! RIJCOSX wB97M-V def2-TZVPD def2/J DEFGRID3
* xyz 0 1
O -0.1967 8.2545 -0.1223
C -0.7553 7.4305 -0.7980
C -2.0186 7.7435 -1.4603
C -2.6065 6.8785 -2.2810
C -2.0151 5.5670 -2.6087
O -2.5262 4.9060 -3.4758
C -0.7972 5.1447 -1.8494
C -0.1981 6.0635 -0.9789
C 0.9298 5.7418 -0.2435
C 1.4718 4.4730 -0.3649
C 0.9034 3.5382 -1.2166
I 1.7849 1.6367 -1.3379
C -0.2341 3.8608 -1.9740
Cl -0.8959 2.6648 -3.0151
H -2.4626 8.7058 -1.2668
H -3.5342 7.1126 -2.7763
H 1.3772 6.4657 0.4155
H 2.3411 4.1850 0.2054
O 4.4475 -1.5392 -6.1374
C 5.3885 -1.3233 -5.4035
C 5.1977 -1.1843 -3.9319
C 3.9243 -1.3284 -3.3978
C 3.7354 -1.2286 -2.0298
C 4.8157 -0.9869 -1.1873
C 6.0855 -0.8315 -1.7158
C 6.2803 -0.9242 -3.0888
C 7.6505 -0.7343 -3.6400
O 8.5781 -0.4548 -2.9077
C 7.8475 -0.8969 -5.1064
C 9.1236 -0.7594 -5.6379
C 9.3275 -0.9282 -6.9966
C 8.2574 -1.2351 -7.8306
C 6.9820 -1.3642 -7.3075
C 6.7709 -1.1934 -5.9456
H 3.0880 -1.5186 -4.0564
H 2.7414 -1.3460 -1.6150
H 4.6648 -0.9174 -0.1179
H 6.9298 -0.6393 -1.0674
H 9.9510 -0.5231 -4.9834
H 10.3221 -0.8226 -7.4090
H 8.4203 -1.3723 -8.8913
H 6.1453 -1.5983 -7.9509
O 11.1683 -2.1608 3.7522
C 10.3891 -1.2307 3.7552
C 9.9856 -0.5619 2.4869
C 10.4938 -1.0327 1.2821
C 10.1087 -0.4415 0.0908
C 9.2149 0.6238 0.0971
C 8.7121 1.1033 1.2951
C 9.0965 0.5154 2.4942
C 8.5552 1.0540 3.7731
O 7.8181 2.0182 3.7838
C 8.9418 0.3715 5.0405
C 8.4240 0.8348 6.2434
C 8.7549 0.1997 7.4281
C 9.6043 -0.9018 7.4167
C 10.1298 -1.3623 6.2216
C 9.8037 -0.7270 5.0302
H 11.1856 -1.8636 1.2850
H 10.4964 -0.8113 -0.8490
H 8.9075 1.0716 -0.8383
H 8.0182 1.9325 1.3071
H 7.7625 1.6899 6.2440
H 8.3496 0.5610 8.3641
H 9.8567 -1.4001 8.3433
H 10.7938 -2.2153 6.2058
O -5.2439 -4.2061 -4.2457
C -4.9391 -3.3835 -3.4076
C -3.9405 -2.3181 -3.7058
C -3.3718 -2.2597 -4.9713
C -2.4615 -1.2614 -5.2737
C -2.1170 -0.3144 -4.3148
C -2.6713 -0.3749 -3.0466
C -3.5816 -1.3777 -2.7375
C -4.1547 -1.4366 -1.3635
O -3.8087 -0.6483 -0.5076
C -5.1672 -2.4898 -1.0712
C -5.7379 -2.5465 0.1939
C -6.6984 -3.5021 0.4778
C -7.0942 -4.4065 -0.5023
C -6.5201 -4.3625 -1.7613
C -5.5535 -3.4072 -2.0505
H -3.6474 -2.9959 -5.7135
H -2.0206 -1.2163 -6.2608
H -1.4110 0.4667 -4.5618
H -2.4028 0.3528 -2.2943
H -5.4271 -1.8383 0.9498
H -7.1467 -3.5407 1.4628
H -7.8517 -5.1463 -0.2806
H -6.8191 -5.0657 -2.5262
O -9.5453 -2.7075 3.3745
C -10.2062 -1.7596 3.7478
C -11.4146 -1.9532 4.5970
C -11.7706 -3.2389 4.9843
C -12.8753 -3.4349 5.7952
C -13.6293 -2.3474 6.2239
C -13.2851 -1.0649 5.8325
C -12.1800 -0.8623 5.0159
C -11.8354 0.5250 4.5924
O -12.5284 1.4664 4.9164
C -10.6145 0.7199 3.7610
C -10.2514 2.0052 3.3788
C -9.1079 2.2046 2.6232
C -8.3206 1.1213 2.2462
C -8.6839 -0.1612 2.6190
C -9.8306 -0.3681 3.3728
H -11.1778 -4.0789 4.6501
H -13.1502 -4.4368 6.0974
H -14.4876 -2.5027 6.8639
H -13.8697 -0.2154 6.1572
H -10.8663 2.8428 3.6772
H -8.8265 3.2066 2.3274
H -7.4245 1.2792 1.6604
H -8.0791 -1.0082 2.3260
*
```

The calculation puts the total energy at -110126.2448 eV. Its strongest force on any atom is 0.8 eV/A. The HOMO energy is -0.3469 hartree. The gap between HOMO and LUMO is 7.945 eV. As for the SMILES: O=C1C=CC(=O)c2c1ccc(I)c2Cl.O=C1c2ccccc2C(=O)c2ccccc21.O=C1c2ccccc2C(=O)c2ccccc21.O=C1c2ccccc2C(=O)c2ccccc21.O=C1c2ccccc2C(=O)c2ccccc21.

---

Record 3
An isolated ion of composition C3H6N3O and charge +1 at a distorted geometry, computed with the ωB97M-V functional and the def2-TZVPD basis.

The geometry in ORCA input format:
```
! RIJCOSX wB97M-V def2-TZVPD def2/J DEFGRID3
* xyz 1 1
C 1.7486 -0.6105 -0.1320
N 0.4542 -0.0163 0.1692
C 0.0280 1.2595 0.0819
C -1.3432 1.2209 -0.0209
N -1.7632 -0.0535 -0.0192
O -2.8289 -0.6045 -0.1035
N -0.5993 -0.8163 0.2734
H 1.6014 -1.6709 -0.6502
H 2.3718 -0.0474 -0.7824
H 2.4269 -0.9433 0.6843
H 0.7441 2.0439 0.2592
H -2.2203 2.0186 0.1245
H -0.6201 -1.7803 0.1157
*
```

The calculation puts the total energy at -9714.6045 eV. Its strongest force on any atom is 4.6 eV/A. The HOMO energy (alpha / beta) is -0.5301 / -0.5302 hartree. The gap between HOMO and LUMO (alpha / beta) is 9.197 / 9.198 eV. As for the SMILES: Cn1cc[n+](=O)[nH]1. The value obtained for the energy relative to the best compared isomer or geometry (same formula, charge and spin) is 95.1 kcal/mol.

---

Record 4
One molecule with the formula C6H10N2O at a distorted geometry, computed with the ωB97M-V functional and the def2-TZVPD basis.

The geometry in ORCA input format:
```
! RIJCOSX wB97M-V def2-TZVPD def2/J DEFGRID3
* xyz 0 1
C -1.4241 1.6653 0.7261
N -0.5318 0.9269 -0.2077
C -0.0523 1.8368 -1.2231
C 0.2857 -0.0016 0.3068
O 1.2499 0.0044 1.2576
C 1.7340 -1.2074 1.5052
C 1.2305 -2.2281 0.6310
C 0.3290 -1.5764 -0.2641
N -0.2732 -2.1096 -1.4041
H -0.7278 2.2971 1.2371
H -1.9231 2.3433 0.1581
H -1.9926 0.8970 1.3388
H 0.6298 1.3976 -1.9208
H -0.8986 2.0381 -1.8125
H 0.3269 2.8770 -0.7639
H 2.2000 -1.2642 2.4697
H 1.3884 -3.3084 0.9977
H -0.5917 -3.1003 -1.2095
H -0.9592 -1.4878 -1.8224
*
```

The calculation puts the total energy at -11407.9655 eV. Its strongest force on any atom is 9.0 eV/A. The HOMO energy (alpha / beta) is -0.2513 / -0.2513 hartree. The gap between HOMO and LUMO (alpha / beta) is 7.799 / 7.800 eV. As for the SMILES: CN(C)c1occc1N. The value obtained for the energy relative to the best compared isomer or geometry (same formula, charge and spin) is 95.1 kcal/mol.